No. 1
DFT (ωB97M-V with the def2-TZVPD basis set) results for a molecular structure, C25H36Br2GeN5Y in a non-equilibrium geometry.

Values from the calculation:
* energy relative to the best compared isomer or geometry (same formula, charge and spin): 68.53 kcal/mol
* highest occupied orbital energy: -19.28 eV
* LUMO: -14.079 eV
* frontier orbital gap: 5.20 eV

Structure (ORCA input):
```
! wB97M-V def2-TZVPD RIJCOSX def2/J DEFGRID3
* xyz 4 1
Y -0.6987 1.3789 -0.2588
C 2.2020 1.4321 1.5283
N 1.8047 1.6989 0.1057
C 2.2642 3.0495 -0.3595
C 1.0992 3.9457 -0.6154
N -0.1651 3.5065 -0.6017
C -0.9572 4.6218 -0.9463
C -2.3389 4.7576 -1.0635
C -2.8163 6.0022 -1.4302
C -1.9533 7.0826 -1.6702
C -0.5831 6.9622 -1.5410
C -0.1155 5.7077 -1.1727
N 1.1763 5.2268 -0.9473
C 1.0436 0.9602 2.3446
N -0.1974 0.8616 1.8523
C -0.9982 0.3980 2.9185
C -2.3621 0.1275 2.9805
C -2.8585 -0.3047 4.1964
C -2.0279 -0.4643 5.3171
C -0.6722 -0.2003 5.2646
C -0.1863 0.2299 4.0374
N 1.0983 0.5964 3.6192
H 3.0073 0.6941 1.5586
H 2.6075 2.3416 1.9741
H 2.3268 1.0337 -0.4604
H 2.9377 3.4991 0.3714
H 2.8455 2.9354 -1.2778
H -3.0330 3.9572 -0.8288
H -3.8825 6.1600 -1.5186
H -2.3772 8.0369 -1.9509
H 0.0776 7.8008 -1.7136
H 2.0291 5.7678 -1.0239
H -3.0348 0.2566 2.1373
H -3.9138 -0.5179 4.2967
H -2.4660 -0.7968 6.2481
H -0.0394 -0.3170 6.1337
H 1.9262 0.6100 4.2030
Br -1.1665 1.5260 -3.2828
C -3.0810 1.4565 -2.9867
Br -3.5085 0.9486 -1.1425
H -3.5085 0.6986 -3.6342
H -3.4864 2.4501 -3.1486
C 0.5127 -5.7557 -2.7669
C 0.3433 -4.2401 -2.7580
C -1.0081 -3.8419 -2.1783
C -1.3197 -2.3021 -2.2668
Ge -0.5242 -1.9771 -0.5541
C 1.2954 -2.1532 0.0775
C 1.2167 -3.5872 0.6949
C 2.6248 -4.0495 1.1231
C 3.5370 -4.3723 -0.0485
H 1.5161 -6.0306 -3.0861
H -0.1912 -6.2217 -3.4564
H 0.3464 -6.1822 -1.7752
H 0.4102 -3.8427 -3.7733
H 1.1676 -3.7833 -2.1939
H -1.1669 -4.2521 -1.1588
H -1.8268 -4.3081 -2.7392
H -2.3848 -2.0860 -2.2065
H -0.8769 -1.8396 -3.1438
H -1.5274 -2.2147 0.5837
H 1.5695 -1.4520 0.8657
H 1.9867 -2.0925 -0.7621
H 0.8521 -4.3232 -0.0287
H 0.5527 -3.5797 1.5620
H 2.4713 -4.9368 1.7404
H 3.0570 -3.2849 1.7755
H 3.0424 -5.0353 -0.7613
H 4.4271 -4.8929 0.3016
H 3.8795 -3.4812 -0.5788
*
```

=====

No. 2
DFT (ωB97M-V with the def2-TZVPD basis set) results for a molecular structure, C25H36ClIP2SbSn in a non-equilibrium geometry.

Values from the calculation:
* energy relative to the best compared isomer or geometry (same formula, charge and spin): 0.00 kcal/mol
* highest occupied orbital energy (alpha / beta): -16.50 / -16.52 eV
* LUMO (alpha / beta): -11.530 / -11.201 eV
* frontier orbital gap (alpha / beta): 4.97 / 5.32 eV

Structure (ORCA input):
```
! wB97M-V def2-TZVPD RIJCOSX def2/J DEFGRID3
* xyz 3 1
C 0.5088 -1.3127 -0.9893
I -2.1032 -0.9833 -0.3542
H 0.9397 -0.8658 -0.1099
H 0.0390 -2.2848 -0.8414
H 0.1645 -0.6468 -1.7583
Sn 2.4665 -2.2201 -2.1088
P 1.1866 -4.7029 -1.0873
C 0.4053 -4.4433 0.5718
C -0.2147 -5.5287 -1.9326
H -0.2645 -6.5758 -1.6125
H 1.5986 -7.0567 -0.6921
H -0.0489 -5.4902 -3.0142
H 2.9610 -6.2768 -1.5556
H -0.5987 -3.9994 0.4592
H -1.1577 -5.0241 -1.6962
C 2.2329 -6.1611 -0.7417
H 0.3273 -5.4179 1.0845
H 2.7696 -6.0273 0.2059
H 1.0324 -3.7635 1.1715
P 2.2478 -0.1250 -3.7496
C 1.8380 1.4238 -2.8602
C 3.6962 0.3024 -4.7784
H 0.9338 -1.3602 -5.3715
H 1.0360 0.3768 -5.7934
H -0.0775 -0.1753 -4.4936
C 0.9007 -0.3378 -4.9680
H 4.3063 -0.6004 -4.9340
H 3.3603 0.6849 -5.7561
H 2.0047 2.2801 -3.5296
H 2.4790 1.5297 -1.9742
H 4.3081 1.0633 -4.2700
H 0.7902 1.4261 -2.5320
Cl 3.8935 -1.1161 -0.5016
C -2.0292 -0.5626 5.8573
C -2.9757 -0.7891 4.8496
C -2.8107 -0.1886 3.5903
C -1.6858 0.5961 3.3443
C -0.7690 0.8834 4.3620
C -0.9362 0.2813 5.6208
Sb -1.2097 1.1451 1.2737
C -2.7571 2.5560 0.7403
C -2.9684 2.8332 -0.6112
C -4.0882 3.5780 -1.0008
C -4.9738 4.0660 -0.0262
C -4.7354 3.8101 1.3289
C -3.6107 3.0685 1.7224
C 0.6874 2.3163 1.1690
C 0.6333 3.6759 0.8685
C 1.8100 4.4365 0.9258
C 3.0289 3.8298 1.2524
C 3.0767 2.4491 1.4815
C 1.9005 1.6835 1.4378
H -2.1377 -1.0638 6.8217
H -3.8456 -1.4207 5.0338
H -3.5468 -0.3637 2.8031
H 0.0781 1.5511 4.1873
H -0.2169 0.4752 6.4196
H -2.2872 2.4374 -1.3706
H -4.2602 3.7783 -2.0581
H -5.8519 4.6321 -0.3352
H -5.4193 4.2018 2.0852
H -3.4320 2.8720 2.7826
H -0.3109 4.1533 0.5944
H 1.7735 5.5063 0.7236
H 3.9405 4.4213 1.3206
H 4.0232 1.9545 1.7027
H 1.9444 0.6052 1.6163
*
```